No. 1
Here is C38H47BBrHfN10O2S as an isolated structure at a distorted geometry from OMol25. Energies are from ωB97M-V/def2-TZVPD.

The electronic energy is -5219.1149 a.u. The HOMO energy (spin up / spin down) comes out at -0.4851 / -0.4851 Eh. Its expectation value of S² is 0.754. The value obtained for the frontier orbital gap (spin up / spin down) is 7.3 / 4.3 eV.

```
! RIJCOSX wB97M-V def2-TZVPD def2/J DEFGRID3
* xyz 2 2
Hf 0.5871 0.6170 -0.3734
C 1.0691 4.6807 0.9690
C 0.1908 3.6198 0.8143
N 0.6754 2.7505 -0.0801
N 1.8771 3.2379 -0.5139
C 2.1209 4.3977 0.1103
B 2.6950 2.5726 -1.7068
N 1.6479 2.1702 -2.7831
C 1.6343 2.3949 -4.1070
C 0.5620 1.7177 -4.6578
C -0.0425 1.0748 -3.5863
N 0.6126 1.3463 -2.4551
N 3.3694 1.2191 -1.2325
C 4.6568 0.8559 -1.1053
C 4.7182 -0.5002 -0.7957
C 3.4063 -0.9177 -0.7383
N 2.5814 0.1153 -0.9997
N 3.6513 3.5975 -2.2348
C 3.2797 4.7888 -2.8003
C 4.4170 5.4809 -3.0867
C 5.4629 4.6322 -2.6512
N 5.0073 3.5071 -2.1340
H 0.9510 5.5478 1.6003
H -0.7582 3.4370 1.2969
H 3.0171 4.9626 -0.1004
H 2.3843 3.0146 -4.5742
H 0.2654 1.6932 -5.6935
H -0.9098 0.4312 -3.5745
H 5.4341 1.5845 -1.2839
H 5.6053 -1.0979 -0.6585
H 2.9996 -1.8964 -0.5265
H 2.2396 5.0471 -2.9509
H 4.4983 6.4545 -3.5459
H 6.5300 4.8023 -2.6969
C 3.9384 3.6816 3.6465
C 3.9814 2.2088 4.0454
N 2.6545 1.6305 4.3253
C 2.1306 1.6874 5.7132
C 1.1646 2.8420 5.9417
C 1.9313 1.1176 3.3574
S 2.6229 1.0562 1.7563
N 0.7322 0.6002 3.6439
C -0.1638 0.1598 2.7880
O -0.0777 0.2772 1.4969
C -1.3696 -0.5002 3.2954
C -2.2795 -1.0613 2.3915
C -3.4191 -1.6913 2.8565
C -3.6579 -1.7646 4.2237
C -2.7536 -1.2161 5.1283
C -1.6115 -0.5875 4.6697
H 4.9409 4.0143 3.3711
H 3.5913 4.3047 4.4714
H 3.2755 3.8367 2.7911
H 4.5819 2.0710 4.9404
H 4.4461 1.6093 3.2537
H 3.0005 1.7752 6.3583
H 1.6478 0.7394 5.9234
H 1.6249 3.8040 5.7113
H 0.8662 2.8569 6.9903
H 0.2685 2.7228 5.3315
H -2.0793 -1.0204 1.3311
H -4.1195 -2.1303 2.1560
H -4.5512 -2.2571 4.5888
H -2.9423 -1.2838 6.1920
H -0.9030 -0.1600 5.3659
C -5.7469 -2.2160 -3.7316
C -5.3622 -2.9487 -2.4359
C -6.3752 -2.6046 -1.3335
C -5.4178 -4.4540 -2.6925
C -3.9649 -2.4948 -2.0076
C -3.7473 -1.1672 -1.6595
C -2.4772 -0.7935 -1.3053
Br -2.1974 1.0535 -0.7912
C -1.3635 -1.6319 -1.2676
O -0.1562 -1.0946 -0.9378
C -1.5683 -2.9670 -1.5891
C -2.8682 -3.3434 -1.9517
C -0.4978 -4.0794 -1.5501
C -0.4047 -4.7424 -2.9345
C -0.9223 -5.1208 -0.5001
C 0.9136 -3.6086 -1.1806
H -6.7449 -2.5246 -4.0521
H -5.0435 -2.4505 -4.5346
H -5.7605 -1.1320 -3.5914
H -7.3654 -2.9691 -1.6153
H -6.4557 -1.5264 -1.1733
H -6.0974 -3.0756 -0.3864
H -6.4342 -4.7314 -2.9769
H -5.1563 -5.0286 -1.7993
H -4.7568 -4.7527 -3.5104
H -4.5502 -0.4386 -1.6629
H -3.0249 -4.3824 -2.2043
H -1.3397 -5.2192 -3.2307
H 0.3676 -5.5152 -2.9202
H -0.1393 -4.0092 -3.7010
H -1.8785 -5.5841 -0.7472
H -1.0137 -4.6612 0.4885
H -0.1728 -5.9140 -0.4411
H 1.3016 -2.8985 -1.9142
H 1.5710 -4.4802 -1.1710
H 0.9419 -3.1548 -0.1878
*
```

Atom charges from the Mulliken analysis, given in e for atoms 1 to 99:
1. Hf 1.040
2. C -1.359
3. C -0.189
4. N -0.394
5. N 1.081
6. C -0.158
7. B 0.575
8. N 0.404
9. C 0.071
10. C -1.442
11. C -0.182
12. N -0.211
13. N 0.569
14. C 0.073
15. C -1.360
16. C -0.029
17. N -0.431
18. N 0.441
19. C -0.488
20. C -0.995
21. C -0.336
22. N -1.026
23. H 0.491
24. H 0.492
25. H 0.501
26. H 0.528
27. H 0.456
28. H 0.533
29. H 0.618
30. H 0.497
31. H 0.440
32. H 0.605
33. H 0.482
34. H 0.473
35. C -0.558
36. C -1.010
37. N 0.060
38. C -0.649
39. C -0.988
40. C 0.733
41. S -0.026
42. N -0.280
43. C -0.056
44. O -0.636
45. C 0.442
46. C 0.098
47. C -0.781
48. C -0.522
49. C -0.763
50. C -0.485
51. H 0.406
52. H 0.344
53. H -0.044
54. H 0.409
55. H 0.545
56. H 0.404
57. H 0.396
58. H 0.292
59. H 0.375
60. H 0.278
61. H 0.323
62. H 0.602
63. H 0.438
64. H 0.441
65. H 0.436
66. C -1.593
67. C 1.811
68. C -1.640
69. C -2.016
70. C -0.301
71. C -0.491
72. C 0.764
73. Br -0.026
74. C 0.321
75. O -0.525
76. C -0.842
77. C -0.177
78. C 1.979
79. C -1.724
80. C -1.723
81. C -1.857
82. H 0.444
83. H 0.361
84. H 0.345
85. H 0.466
86. H 0.324
87. H 0.336
88. H 0.437
89. H 0.410
90. H 0.397
91. H 0.580
92. H 0.375
93. H 0.331
94. H 0.480
95. H 0.366
96. H 0.365
97. H 0.336
98. H 0.469
99. H 0.439

---

No. 2
Here is C38H47Cl2IN2O4SiTa as an isolated structure from OMol25. Energies are from ωB97M-V/def2-TZVPD.

The electronic energy is -3451.1680 a.u. The HOMO energy comes out at -0.3938 Eh. The value obtained for the frontier orbital gap is 6.6 eV.

```
! RIJCOSX wB97M-V def2-TZVPD def2/J DEFGRID3
* xyz 1 1
Ta 0.4591 0.4693 0.6943
I 0.7822 0.9116 3.6651
C -0.6884 2.4212 3.9215
C -0.5070 3.1007 5.0957
C -1.2756 4.2432 5.3841
C -2.1628 4.7023 4.4586
C -2.3674 4.0129 3.2400
C -3.2857 4.5286 2.2901
C -3.5138 3.8786 1.1168
C -2.8698 2.6519 0.8621
C -1.9891 2.1127 1.7552
C -1.6636 2.8065 2.9602
H 0.2438 2.7798 5.8053
H -1.1279 4.7596 6.3222
H -2.7328 5.6045 4.6397
H -3.8006 5.4515 2.5241
H -4.2127 4.2788 0.3944
H -3.0908 2.1008 -0.0444
Cl 6.1293 5.4734 1.3475
C 5.0210 4.1576 1.2073
C 5.5168 2.8553 1.0681
C 4.6703 1.7762 0.9509
Cl 5.3428 0.1990 0.8042
C 3.2699 1.9489 0.9700
O 2.4408 0.9507 0.8562
C 2.7958 3.2765 1.1097
C 1.3942 3.5347 1.0910
O 0.5017 2.6827 0.9570
C 3.6712 4.3721 1.2296
H 6.5855 2.6893 1.0546
H 1.0779 4.5798 1.2017
H 3.2735 5.3734 1.3350
C 2.6756 -2.1274 2.1166
Si 1.2428 -2.1579 0.8819
C -0.0252 -3.4402 1.5238
C 0.5347 -4.8705 1.5001
C -1.3232 -3.4440 0.6989
C -0.2750 -3.0982 3.0054
C 1.9778 -2.7293 -0.8169
C 0.8717 -3.1785 -1.7768
C 2.9287 -3.9116 -0.5700
C 2.8027 -1.6298 -1.4939
H 3.0557 -3.1359 2.2968
H 2.3698 -1.7229 3.0849
H 3.4937 -1.5117 1.7431
H 0.6211 -5.2626 0.4848
H -0.1483 -5.5310 2.0444
H 1.5108 -4.9439 1.9834
H -1.1798 -3.9833 -0.2384
H -1.6793 -2.4502 0.4330
H -2.1219 -3.9556 1.2464
H 0.5693 -3.4225 3.6161
H -1.1659 -3.6196 3.3692
H -0.4138 -2.0347 3.1957
H 0.3894 -4.0953 -1.4361
H 1.2875 -3.3756 -2.7701
H 0.0878 -2.4249 -1.8961
H 2.4286 -4.7804 -0.1369
H 3.7563 -3.6328 0.0846
H 3.3616 -4.2244 -1.5260
H 2.1974 -0.7835 -1.8127
H 3.2750 -2.0351 -2.3946
H 3.5938 -1.2527 -0.8439
C -2.8831 -2.8724 -4.7473
C -3.1113 -1.4367 -5.1924
N -2.3833 -0.4714 -4.3583
C -3.1774 0.3930 -3.4900
C -3.8328 -0.3589 -2.3427
C -1.0634 -0.3421 -4.6071
O -0.4860 -0.9261 -5.5095
C -0.2115 0.4859 -3.6775
C 0.8257 1.2378 -4.2064
C 1.6981 1.8857 -3.3446
C 1.5485 1.7140 -1.9870
N 0.5592 0.9665 -1.4649
C -0.3159 0.3805 -2.3041
H -3.4414 -3.5566 -5.3862
H -3.2123 -3.0216 -3.7180
H -1.8272 -3.1279 -4.8198
H -4.1678 -1.1746 -5.1362
H -2.7893 -1.3058 -6.2255
H -3.9471 0.8683 -4.1063
H -2.5526 1.2011 -3.1171
H -4.5038 -1.1324 -2.7162
H -4.4269 0.3263 -1.7369
H -3.0952 -0.8336 -1.6929
H 0.9464 1.2909 -5.2805
H 2.5093 2.4949 -3.7156
H 2.2397 2.1679 -1.2925
H -1.0945 -0.2040 -1.8465
C -2.2206 -0.2329 2.4410
C -1.4675 0.7250 1.5299
O -1.4055 0.3288 0.1781
H -2.0977 -1.2624 2.1398
H -3.2848 0.0122 2.3864
H -1.9155 -0.1375 3.4825
*
```

Computed Mulliken charges, given in elementary charges:
1. Ta -0.115
2. I 0.330
3. C 0.686
4. C -0.870
5. C -0.865
6. C -0.825
7. C 0.801
8. C -0.963
9. C -1.150
10. C -0.227
11. C 0.248
12. C 0.389
13. H 0.435
14. H 0.401
15. H 0.428
16. H 0.418
17. H 0.464
18. H 0.533
19. Cl -0.191
20. C -0.003
21. C -0.524
22. C 0.072
23. Cl -0.220
24. C -0.814
25. O 0.821
26. C 1.635
27. C -0.562
28. O -0.343
29. C -1.133
30. H 0.513
31. H 0.312
32. H 0.502
33. C -1.018
34. Si -0.256
35. C 2.596
36. C -2.186
37. C -1.419
38. C -1.890
39. C 2.732
40. C -1.893
41. C -1.881
42. C -1.743
43. H 0.396
44. H 0.150
45. H -0.038
46. H 0.402
47. H 0.517
48. H 0.378
49. H 0.388
50. H -0.032
51. H 0.485
52. H 0.362
53. H 0.472
54. H 0.219
55. H 0.252
56. H 0.551
57. H 0.161
58. H 0.342
59. H 0.329
60. H 0.544
61. H 0.328
62. H 0.654
63. H 0.136
64. C -1.059
65. C -0.855
66. N 0.237
67. C -1.035
68. C -0.750
69. C 0.196
70. O -0.649
71. C 0.227
72. C -0.585
73. C -1.114
74. C -0.104
75. N 0.657
76. C -0.463
77. H 0.421
78. H 0.251
79. H 0.295
80. H 0.442
81. H 0.450
82. H 0.439
83. H 0.512
84. H 0.491
85. H 0.414
86. H -0.064
87. H 0.582
88. H 0.497
89. H 0.137
90. H 0.520
91. C -1.806
92. C 1.225
93. O 0.083
94. H 0.374
95. H 0.408
96. H 0.402

---

ΔE to the lowest compared entry with this formula, charge and spin / eV: 1.596; 0.185